Entry 1:
Density functional theory data (ωB97M-V with the def2-TZVPD basis set) for the ion C5H15N2 with charge +1 at a distorted geometry.

The geometry in XYZ format:
```
22
Properties=species:S:1:pos:R:3:forces:R:3
N -0.2373 -0.8788 0.0190 0.2 -1.3 -4.6
N 1.9477 0.2902 0.1253 3.9 -0.1 -1.0
C -1.7959 0.8619 -1.7752 -2.5 0.5 -1.3
C -1.1781 0.2416 0.4223 -0.3 -1.2 1.6
C -1.0349 1.3450 -0.5850 -1.6 -0.3 1.4
C 0.7194 -1.5662 0.9735 -2.2 1.3 0.7
C 1.8945 -0.6033 1.3153 0.2 -1.4 -2.4
H -0.0072 1.5896 -0.7404 0.7 -0.1 -0.4
H -2.5107 -0.0017 -1.5610 0.8 1.2 0.1
H 2.8917 -0.0155 -0.3560 -2.6 1.0 0.8
H -1.1749 0.4719 -2.5628 0.3 0.3 -0.6
H 1.6415 -0.1695 2.2413 0.4 1.0 1.0
H 1.0108 -2.4871 0.5562 0.3 -1.1 -0.6
H -2.4633 1.6976 -2.1326 0.8 -1.0 -0.2
H 2.8834 -1.1460 1.2628 -1.4 0.3 1.1
H -2.2267 -0.1350 0.7087 1.4 0.4 -1.3
H 0.5319 -0.3094 -0.5504 -1.0 -0.7 0.7
H -0.8704 0.6116 1.3621 1.0 0.1 1.3
H -1.4118 2.2390 -0.0666 -0.4 -0.1 -0.6
H -0.7188 -1.6154 -0.7158 1.4 2.4 2.6
H 2.1421 1.2749 0.3264 -0.3 -0.3 0.3
H -0.0329 -1.6954 1.7330 0.8 -0.8 1.4
```
Forces are in eV/Å.

Calculated values
Total charge = +1
SMILES = CCC[NH2+]CCN
Frontier orbital gap = 11.842 eV

Entry 2:
Density functional theory data (ωB97M-V with the def2-TZVPD basis set) for the ion C5H15N2 with charge +1 at a distorted geometry.

The geometry in XYZ format:
```
22
Properties=species:S:1:pos:R:3:forces:R:3
N -0.2793 0.8078 -1.8963 -0.2 1.4 -0.5
N 1.1924 -0.5908 -0.1960 -2.0 2.9 0.6
C 0.3024 0.5288 0.4660 -0.3 -0.1 -2.9
C -1.3973 2.2320 -0.0921 -4.9 -1.7 0.4
C -0.0469 -2.3364 1.1060 -0.1 1.2 2.8
C 1.2714 -1.8066 0.5907 0.1 -1.2 -0.4
C -0.2037 1.5627 -0.6326 1.2 -1.9 0.6
H -0.2820 -1.9278 2.1803 0.4 -0.8 -2.0
H -1.0770 0.2073 -1.9022 -0.9 -0.5 0.1
H 0.1246 -3.3871 1.1882 -0.3 -0.8 0.3
H -0.5890 0.1441 0.9392 0.2 -0.6 0.2
H -2.2909 1.4283 0.2162 2.1 1.6 -1.2
H 1.6160 -2.5001 -0.1549 0.5 -0.7 0.0
H -1.3470 2.7014 0.8781 0.9 0.5 0.1
H -0.9331 -2.1810 0.5106 0.0 0.2 -0.5
H -0.4629 1.4580 -2.6793 0.4 -0.5 0.5
H -1.8839 2.9207 -0.8161 0.5 -0.3 0.5
H 2.0244 -1.7432 1.3657 0.0 0.2 0.1
H 0.7197 -0.7773 -1.1107 0.8 0.6 0.3
H 0.9429 1.0105 1.1192 1.0 0.9 1.7
H 2.0905 -0.0970 -0.3230 -0.4 -0.8 -0.4
H 0.5086 2.3460 -0.7569 1.0 0.3 -0.3
```
Forces are in eV/Å.

Calculated values
Total charge = +1
SMILES = CC[NH2+]C[C@H](C)N
Frontier orbital gap = 11.384 eV

Entry 3:
Density functional theory data (ωB97M-V with the def2-TZVPD basis set) for a cluster of 2 separate species, C5H15N2 in total at a distorted geometry.

The geometry in XYZ format:
```
22
Properties=species:S:1:pos:R:3:forces:R:3
N -1.0109 1.2320 -0.0865 0.2 0.1 -0.1
N -1.2038 -1.2162 -1.3938 0.3 -0.6 -0.3
C 1.3230 1.1200 0.7100 0.3 -0.9 -0.1
C -0.1216 1.1972 1.1256 -0.4 0.0 0.0
C -2.2486 -1.6304 -1.9774 0.1 0.5 0.6
C 2.2569 0.9779 1.9121 -0.5 1.1 0.1
C -0.0940 -2.1764 -1.2777 0.0 0.4 0.1
H -1.9757 1.3618 0.1875 -0.3 0.1 0.1
H -0.3839 -3.1897 -1.5511 0.0 0.0 0.1
H 2.0403 0.1048 2.5217 0.1 -0.2 -0.1
H 3.2980 0.9998 1.6089 0.1 -0.2 0.0
H 0.7245 -1.8603 -1.9247 0.0 0.1 0.0
H 1.5703 2.0039 0.1191 0.1 0.0 0.0
H -0.4923 0.3398 1.6851 0.4 -0.1 0.1
H -2.3556 -2.6559 -2.3185 0.0 0.0 -0.2
H 1.4596 0.2441 0.0623 -0.1 0.1 -0.1
H 0.2688 -2.1427 -0.2509 0.0 -0.2 0.0
H -3.0800 -0.9414 -2.0682 -0.2 -0.1 -0.2
H -0.9802 0.3071 -0.6338 -0.1 -0.1 0.0
H -0.7732 1.9859 -0.7297 0.1 0.1 0.1
H -0.3078 2.0798 1.7372 -0.1 0.1 -0.1
H 2.0861 1.8591 2.5427 0.2 -0.2 0.1
```
Forces are in eV/Å.

Calculated values
Total charge = +1
Frontier orbital gap = 11.622 eV

Entry 4:
Density functional theory data (ωB97M-V with the def2-TZVPD basis set) for the ion C5H15N2 with charge +1 at a distorted geometry.

The geometry in XYZ format:
```
22
Properties=species:S:1:pos:R:3:forces:R:3
N 0.3960 -2.3295 -1.4641 -0.2 0.4 -0.1
N 1.4275 1.0827 2.0323 0.1 -0.5 0.6
C 0.4421 1.1170 -0.2300 0.4 -0.3 -1.4
C -0.9617 0.6620 -0.5648 -0.9 -0.9 -0.4
C -1.2081 -0.8914 -0.2352 -2.0 3.2 0.2
C 0.5291 1.8521 1.0902 0.8 1.3 0.1
C -0.9840 -1.7921 -1.4419 1.1 -2.2 0.1
H 0.5034 -3.3168 -1.5992 0.1 0.0 0.3
H 0.8311 1.6933 -1.0788 -0.1 0.6 0.5
H 1.2756 1.3387 3.0120 0.2 0.2 -0.1
H 0.9383 2.8856 0.9747 0.1 -0.9 0.1
H -1.1482 0.7752 -1.6435 0.2 -0.1 0.3
H -2.2481 -0.8248 0.1399 0.0 -0.7 -0.9
H 1.2210 0.0791 1.9803 -0.2 0.1 -0.1
H 2.4288 1.1466 1.8247 -0.1 0.3 -0.1
H -0.3960 2.0486 1.6483 0.0 -0.7 -0.4
H -1.7324 1.3582 -0.1276 0.7 -0.9 0.0
H -1.6752 -2.6562 -1.3774 0.3 0.4 0.0
H 1.1263 0.2374 -0.3374 -0.4 0.5 0.8
H -1.0496 -1.4482 -2.4859 -1.0 1.1 0.8
H -0.7697 -1.1368 0.7405 0.9 -0.5 -0.6
H 1.0539 -1.8806 -0.8572 0.1 -0.4 0.2
```
Forces are in eV/Å.

Calculated values
Total charge = +1
SMILES = NCCCCC[NH3+]
Frontier orbital gap = 7.812 eV

Entry 5:
Density functional theory data (ωB97M-V with the def2-TZVPD basis set) for a cluster of 2 separate species, C5H15N2 in total at a distorted geometry.

The geometry in XYZ format:
```
22
Properties=species:S:1:pos:R:3:forces:R:3
N 0.7000 -0.6133 0.2311 -1.4 -1.3 -2.5
N -1.9123 -0.3073 1.2405 2.7 2.2 -0.3
C -0.4179 -0.5691 -0.6576 -0.7 -1.1 -1.6
C -2.8332 0.2461 -0.9867 1.1 -1.4 -1.1
C 2.9279 1.8262 0.6911 1.5 0.6 4.1
C -1.5779 0.3004 -0.1217 -0.2 -0.4 1.1
C 1.4353 -1.8145 0.0306 0.2 -1.0 0.6
H -1.0990 1.2733 -0.0708 -0.4 0.5 0.4
H -0.1843 -0.1448 -1.7291 0.3 -0.2 1.8
H 3.8491 2.2654 0.2556 -0.5 -0.6 0.5
H -2.5077 0.4627 1.6967 1.3 -1.7 -0.3
H 3.0613 0.7949 1.1703 0.0 1.4 -1.1
H 2.1063 -2.0809 0.8515 0.6 1.0 -0.4
H 2.1637 1.9018 0.0128 -1.9 -0.3 -1.9
H 0.7994 -2.7435 0.0330 -0.1 0.9 -0.7
H -0.8683 -0.3518 1.6755 -3.2 0.3 -0.2
H -3.6131 -0.2870 -0.4343 -0.3 0.9 -0.1
H -0.8492 -1.5884 -1.0601 1.2 1.1 1.0
H -2.6435 -0.4510 -1.8297 0.0 -0.1 0.4
H -3.0375 1.1314 -1.5776 -0.6 0.5 0.8
H 2.5665 2.4987 1.5889 0.9 -1.1 -1.7
H 1.9345 -1.7493 -1.0101 -0.6 -0.1 1.3
```
Forces are in eV/Å.

Calculated values
Total charge = +1
Frontier orbital gap = 5.709 eV

Entry 6:
Density functional theory data (ωB97M-V with the def2-TZVPD basis set) for the ion C5H15N2 with charge +1 at a distorted geometry.

The geometry in XYZ format:
```
22
Properties=species:S:1:pos:R:3:forces:R:3
N 0.3252 1.7646 0.3254 0.4 -0.5 -0.4
N 0.5054 -0.8190 0.1602 0.2 1.3 -0.2
C -0.2970 -0.2160 -0.8965 -0.6 -0.2 0.3
C 0.0448 1.2767 -1.0703 -0.3 0.0 -0.1
C 0.7254 -2.6921 1.7042 0.5 -0.1 -0.5
C -1.0153 2.1083 -1.7618 -0.1 0.1 0.3
C -0.1352 -1.5126 1.2966 0.5 -0.5 -0.5
H -0.4948 2.1799 0.7574 -0.2 -0.3 0.3
H -0.2453 -0.7015 -1.8678 0.2 -0.2 -0.1
H 1.0457 2.4798 0.3229 0.2 -0.1 0.2
H 0.8032 -3.4162 0.8945 -0.2 -0.1 0.0
H 0.4071 -3.2137 2.5981 -0.2 0.1 0.1
H -2.0295 1.7993 -1.5030 0.1 0.0 0.1
H 1.7473 -2.3340 1.8648 -0.1 0.0 0.2
H -1.1413 -1.7957 0.9906 -0.1 -0.1 0.2
H -0.1598 -0.8363 2.1338 -0.5 0.4 0.4
H 0.6681 0.7808 0.7136 -0.3 0.6 0.2
H -1.3496 -0.2968 -0.5948 0.1 0.1 0.0
H 0.9805 1.4026 -1.5991 0.3 -0.2 -0.1
H -0.8678 3.1512 -1.4873 -0.2 0.2 -0.1
H 1.4029 -1.1638 -0.1452 -0.1 -0.4 0.1
H -0.9201 2.0545 -2.8363 0.1 -0.1 -0.3
```
Forces are in eV/Å.

Calculated values
Total charge = +1
SMILES = CCNC[C@@H](C)[NH3+]
Frontier orbital gap = 10.624 eV

Entry 7:
Density functional theory data (ωB97M-V with the def2-TZVPD basis set) for a cluster of 2 separate species, C5H15N2 in total at a distorted geometry.

The geometry in XYZ format:
```
22
Properties=species:S:1:pos:R:3:forces:R:3
N -0.6855 2.1803 0.7256 -0.7 -0.7 0.7
N 1.5183 -1.1254 0.1740 -2.2 2.3 0.4
C -1.1752 -0.4022 0.3945 -1.3 -2.6 -1.3
C 2.3450 -0.8946 -0.9141 3.0 -0.5 -0.2
C -2.1442 -0.9510 -0.7446 1.5 1.0 -0.6
C 1.1374 0.1818 0.9259 0.1 -3.0 -0.3
C 0.0253 0.4109 -0.0230 -4.6 3.1 3.1
H -1.5619 -1.6027 -1.4181 -0.2 0.2 0.1
H -0.8186 -1.2936 0.9594 -0.2 0.4 -0.1
H 0.8625 -0.0602 1.9687 -0.2 0.3 -0.6
H -1.4112 2.6111 0.1460 -0.1 -0.5 -0.4
H -1.8189 0.0771 1.1043 0.0 0.6 0.5
H 0.0574 2.8414 0.6756 1.0 0.8 0.2
H 1.9276 0.8475 0.8512 1.7 1.1 0.0
H 1.7199 -0.4896 -1.7023 -0.2 -0.2 -0.8
H 0.0870 0.7181 -1.0566 0.6 0.1 -0.1
H -2.5244 -0.1002 -1.3650 0.1 -0.8 0.6
H 3.1601 -0.1475 -0.7173 -0.7 -0.9 0.0
H -2.9532 -1.5675 -0.3647 0.0 0.3 0.3
H 0.6229 -1.5918 -0.1335 1.3 -0.8 1.0
H 2.7491 -1.8856 -1.2074 0.0 0.5 -0.5
H -1.1195 2.2434 1.7214 1.2 -0.7 -1.8
```
Forces are in eV/Å.

Calculated values
2S+1 = 2
⟨S²⟩ = 0.756
Total charge = +2
Frontier orbital gap (spin up / spin down) = 10.948 / 7.505 eV

Entry 8:
Density functional theory data (ωB97M-V with the def2-TZVPD basis set) for a cluster of 2 separate species, C5H15N2O in total at a distorted geometry.

The geometry in XYZ format:
```
23
Properties=species:S:1:pos:R:3:forces:R:3
O -1.5051 -1.1050 1.2011 0.3 4.0 1.7
N 2.8882 -0.6480 -0.5648 1.9 -0.4 1.3
N 1.3035 -0.0163 1.3059 1.3 0.2 0.9
C -1.7000 -0.1257 0.3010 2.2 0.7 -2.2
C -2.2786 -0.5207 -1.0354 1.5 0.0 2.5
C -1.8144 1.3061 0.6977 -2.1 -1.5 -0.7
C 0.9654 0.5878 -0.0006 -2.4 0.2 1.5
C 1.7920 0.0688 -1.1042 0.6 2.4 -0.7
H 2.3159 -0.5712 0.9905 -1.9 0.9 0.3
H 3.1111 -1.5128 -1.0285 0.2 0.0 -0.1
H 2.0877 1.0167 -1.6922 -0.3 -1.8 0.2
H 0.5989 -0.7372 1.5365 0.2 0.2 0.2
H -2.1507 0.1534 -1.8294 0.5 0.7 -0.9
H -1.3464 1.4079 1.6484 0.5 0.8 0.6
H -2.9461 1.3259 0.8687 1.1 1.0 -0.1
H -1.9922 -1.5158 -1.1785 0.9 -1.5 -1.2
H -1.5992 -1.9302 0.8316 -0.5 -3.2 -1.5
H -1.4741 1.9393 -0.1763 -0.6 -0.5 1.5
H 1.3843 0.6390 2.1740 0.0 -1.4 -2.2
H 0.6136 1.6173 0.0267 0.5 -0.3 0.1
H 3.7159 -0.0799 -0.4414 0.2 -0.2 -0.2
H 1.3100 -0.6560 -1.6951 -1.1 -0.4 -1.3
H -3.2799 -0.6435 -0.8359 -2.9 0.1 0.2
```
Forces are in eV/Å.

Calculated values
Total charge = +1
Frontier orbital gap (spin up / spin down) = 8.677 / 6.726 eV

Entry 9:
Density functional theory data (ωB97M-V with the def2-TZVPD basis set) for the ion C5H15N2O with charge +1 at a distorted geometry.

The geometry in XYZ format:
```
23
Properties=species:S:1:pos:R:3:forces:R:3
O 1.7311 -0.7495 0.5215 2.6 -1.5 -1.0
N -0.0437 1.0310 0.4210 1.7 -0.6 0.5
N -1.6578 -0.5619 -0.6368 1.8 -1.8 1.2
C 0.5625 -1.3700 0.0244 -1.0 3.0 -1.0
C -0.7380 1.1886 1.7418 -1.5 -3.9 -0.8
C 0.0534 2.2926 -0.2727 1.2 0.2 -1.8
C -0.2986 -0.1592 -0.5464 -2.1 -2.7 4.2
C 0.8589 -2.2832 -1.1003 -2.8 -1.0 -0.2
H -0.8107 0.2270 2.4303 0.0 1.7 -2.1
H -0.2284 1.8529 2.3170 1.6 2.2 1.3
H 2.4521 -1.4055 0.2804 -0.7 1.6 0.7
H -0.7782 2.2635 -0.8720 -1.9 0.9 -2.0
H 1.5314 -3.0002 -0.8271 2.2 -1.8 0.7
H 0.1916 0.0904 -1.4037 0.7 1.2 -2.7
H 0.9867 2.5481 -0.8560 -0.8 -1.3 0.5
H -1.6861 1.5767 1.4286 -0.8 0.0 0.6
H 0.1196 -1.6541 0.9260 -1.5 -1.7 0.9
H -0.0027 3.0847 0.3670 -0.5 2.0 2.0
H 0.0701 -2.8876 -1.5811 -0.5 0.3 1.0
H -2.0907 -1.2243 0.0348 1.0 0.9 -0.6
H 0.9214 0.8780 0.5683 1.6 -0.9 1.2
H -2.2940 0.0391 -1.0158 -1.9 1.8 -1.3
H 1.1502 -1.7771 -1.9489 1.4 1.6 -1.6
```
Forces are in eV/Å.

Calculated values
Total charge = +1
SMILES = C[C@@H](O)[C@@H](N)[NH+](C)C
Frontier orbital gap = 11.518 eV

Entry 10:
Density functional theory data (ωB97M-V with the def2-TZVPD basis set) for a cluster of 2 separate species, C5H15N2O in total.

The geometry in XYZ format:
```
23
Properties=species:S:1:pos:R:3:forces:R:3
O -0.3835 3.2575 -1.7310 0.2 -0.1 0.1
N -0.7125 -0.3541 -1.2569 -0.3 0.1 0.4
N -1.3609 -2.1657 1.9772 0.3 -0.2 0.4
C -1.0132 1.1152 -1.0987 0.0 -0.1 -0.2
C 0.1334 1.9491 -1.6411 -0.1 0.2 -0.2
C 1.9156 -0.4735 0.9644 -0.2 -0.1 0.0
C 0.8692 -1.5023 1.3016 0.4 0.2 -0.1
C -0.3503 -1.2204 1.7427 -0.5 -0.1 -0.1
H 0.4258 1.5641 -2.6294 0.0 0.0 0.0
H -0.9748 -3.0989 2.0850 -0.1 0.0 -0.2
H -0.7100 -0.2027 1.8608 0.2 0.2 0.1
H 2.1807 -0.4691 -0.0998 0.1 0.0 0.0
H 1.5706 0.5253 1.2308 0.1 0.1 0.1
H -1.8572 -1.9680 2.8387 -0.2 0.1 -0.2
H -1.9056 1.3290 -1.6797 -0.1 0.0 0.1
H -0.7610 -0.6569 -2.2291 0.2 0.0 0.0
H 0.3384 3.8954 -1.8033 -0.1 -0.1 0.0
H 0.1860 -0.5835 -0.8204 0.2 -0.1 -0.1
H -1.2079 1.2991 -0.0441 0.0 0.0 -0.1
H 1.1556 -2.5434 1.2342 0.1 -0.2 -0.1
H -1.3808 -0.9117 -0.7199 -0.1 -0.1 0.0
H 2.8419 -0.6775 1.5011 0.0 0.1 0.0
H 1.0005 1.8931 -0.9830 0.1 0.0 0.1
```
Forces are in eV/Å.

Calculated values
Total charge = +1
Frontier orbital gap = 9.087 eV

Entry 11:
Density functional theory data (ωB97M-V with the def2-TZVPD basis set) for the ion C5H15N2O with charge +1 at a distorted geometry.

The geometry in XYZ format:
```
23
Properties=species:S:1:pos:R:3:forces:R:3
O -1.4000 1.3550 2.0537 0.7 0.0 0.3
N 0.3876 0.5996 -1.9951 0.2 -0.2 -0.1
N 1.4019 -1.7411 -0.1993 -0.7 -0.5 0.6
C -0.9667 1.0897 -2.1000 -1.6 -0.9 -0.3
C 0.3533 -0.6636 0.1095 0.8 0.5 -1.7
C -1.1808 -0.0415 2.0359 -1.4 -0.4 -0.4
C 0.8449 0.5959 -0.6350 0.1 0.6 1.0
C 0.1850 -0.5633 1.5814 0.6 1.3 2.1
H -1.3989 1.1102 -3.1036 0.9 0.5 -0.3
H -1.6889 0.3381 -1.7287 0.4 0.2 0.6
H -1.9562 -0.4930 1.3938 0.1 -0.2 0.3
H 1.0390 1.0219 -2.6436 -0.2 0.2 0.2
H 0.5068 1.4506 -0.0196 -0.2 0.0 -0.4
H 1.7245 -1.7945 -1.1626 0.0 0.5 -0.2
H -0.5608 -0.9150 -0.4326 0.0 -0.6 0.4
H 1.9298 0.7110 -0.5650 0.1 -0.3 -0.2
H -1.2174 1.7797 1.2198 0.0 0.1 -0.5
H 0.8561 0.1559 2.0914 0.3 0.1 -0.9
H 1.0507 -2.6638 0.0336 -0.3 -0.3 0.0
H -1.4039 -0.2957 3.0705 0.3 -0.5 -0.1
H -1.1779 2.0269 -1.5781 0.2 0.1 -0.1
H 2.1677 -1.6051 0.4507 0.6 0.2 -0.1
H 0.5042 -1.4578 2.1230 -0.7 -0.5 -0.2
```
Forces are in eV/Å.

Calculated values
Total charge = +1
SMILES = CNC[C@@H]([NH3+])CCO
Frontier orbital gap = 9.785 eV

Entry 12:
Density functional theory data (ωB97M-V with the def2-TZVPD basis set) for a cluster of 2 separate species, C5H15N2O in total at a distorted geometry.

The geometry in XYZ format:
```
23
Properties=species:S:1:pos:R:3:forces:R:3
O -2.3608 0.9389 -1.2737 -0.3 0.6 0.1
N 0.7110 1.6147 -0.1550 0.0 -0.1 0.5
N -2.3318 -1.5125 -0.0696 1.6 -0.7 0.1
C 0.0870 -1.1272 -0.4634 0.6 -1.5 0.8
C -0.8955 -1.4508 0.3632 -0.3 0.2 -0.4
C 1.4101 -0.7551 0.1582 0.7 -0.7 -0.4
C 1.3440 0.6529 0.7741 0.0 0.2 -0.7
C 2.7346 1.1447 1.1004 -0.2 1.4 0.5
H 0.0559 -1.3868 -1.5137 -0.5 1.0 -0.4
H -0.7714 -1.7014 1.4073 0.0 0.6 0.1
H -2.9055 1.3647 -1.9556 0.1 -0.4 0.0
H 2.7281 2.1044 1.6277 -0.6 0.2 -0.2
H 3.3317 0.5921 1.8203 0.1 -0.9 -0.6
H 1.7508 -1.5247 0.8531 -0.5 0.1 0.6
H 2.2304 -0.8548 -0.5598 -0.3 0.6 -0.4
H -2.5247 -2.3754 -0.5783 -0.1 0.5 -0.9
H 1.3734 2.1084 -0.7361 0.0 -0.2 -0.2
H -2.6118 -0.5766 -0.4402 0.0 -0.4 -0.9
H 3.1798 1.3872 0.1331 0.7 -0.5 0.2
H 0.0042 1.1546 -0.7063 0.1 0.2 -0.4
H 0.6666 0.6358 1.6155 0.1 -0.3 0.7
H -2.8183 -1.6665 0.7668 -1.3 0.0 1.7
H -2.2085 1.6693 -0.6529 0.2 -0.1 0.0
```
Forces are in eV/Å.

Calculated values
Total charge = +1
Frontier orbital gap = 9.160 eV

Which formula does entry 4 have?
C5H15N2